The following is a DFT calculation (the ωB97M-V functional and the def2-TZVPD basis) of C38H19N11S5Zn as an isolated structure.

Cartesian coordinates (Å):
Zn: -1.00786 0.72614 -0.25078
C: 1.16944 -3.57878 -4.74906
C: 0.32035 -4.47302 -4.08859
C: -0.23903 -4.12549 -2.85500
C: -0.04341 -2.86494 -2.38338
C: -0.63167 -2.08119 -1.27963
N: -1.53792 -2.72017 -0.51465
C: -2.06078 -2.07575 0.54096
C: -2.88933 -2.73101 1.59415
C: -3.16820 -4.04527 1.83249
C: -3.86784 -4.33859 2.99218
C: -4.26371 -3.27219 3.88668
C: -3.96048 -1.92022 3.58929
C: -3.29520 -1.71230 2.41797
C: -2.69514 -0.39576 1.93677
N: -2.91928 0.71722 2.54550
C: -2.06998 1.77931 2.22818
N: -0.98698 1.73671 1.55260
C: -0.36261 3.01563 1.60614
N: 0.63556 3.43835 0.79935
C: 1.31199 2.81929 -0.10907
N: 0.85788 1.62781 -0.64283
C: 1.68473 1.32242 -1.73844
N: 1.60459 0.23166 -2.50952
C: 0.79684 -0.78092 -2.26136
N: -0.16244 -0.86994 -1.24371
C: 0.83855 -1.99578 -3.03882
C: 1.49643 -2.37287 -4.15919
C: 2.58694 2.38355 -1.90692
C: 3.51973 2.69756 -2.94137
C: 4.03747 3.93139 -3.03711
C: 3.91297 4.85875 -1.94980
C: 3.17588 4.53527 -0.83543
C: 2.38582 3.35023 -0.82054
C: -1.17425 3.87438 2.42653
C: -1.00704 5.15182 2.92535
C: -2.08096 5.68744 3.63755
C: -3.23988 4.90567 3.98575
C: -3.25009 3.56826 3.68595
C: -2.25986 3.09073 2.83996
N: -1.98539 -0.72694 0.78479
H: 1.58984 -3.76602 -5.74885
H: 0.03485 -5.44717 -4.42765
H: -0.93517 -4.87273 -2.43881
H: -2.84825 -4.86679 1.26293
H: -4.09073 -5.34994 3.29059
H: -4.70720 -3.42409 4.85785
H: -4.26751 -1.17925 4.31008
H: 2.20245 -1.68596 -4.58908
H: 3.64488 1.97978 -3.77240
H: 4.69670 4.16428 -3.87446
H: 4.47534 5.77651 -1.87876
H: 3.11657 5.26671 -0.00724
H: -0.25763 5.82078 2.52361
H: -2.04763 6.75487 3.78211
H: -4.03337 5.34850 4.52211
H: -4.10438 2.97995 3.90507
N: -2.19060 1.91003 -1.42931
C: -2.89514 2.23647 -2.29347
N: -3.74478 2.60060 -3.15133
C: -3.68427 2.93311 -4.38752
N: -3.63636 3.10571 -5.53635
C: 2.68892 -1.42582 2.04265
S: 3.37549 -1.37205 0.37559
C: 3.93123 -3.08278 0.22698
C: 3.05112 -4.15112 0.31813
S: 1.34841 -4.24196 0.36879
S: 4.03337 -5.71555 0.40621
C: 5.66539 -5.12533 0.07806
S: 7.04106 -6.01278 -0.10129
S: 5.62310 -3.33671 0.01519
H: 2.23735 -0.44178 2.05456
H: 3.54191 -1.51117 2.72490
H: 1.96919 -2.23678 2.07815

Values from the calculation:
* total charge: -2
* maximum force: 4.4 eV Å⁻¹
* energy relative to the best compared isomer or geometry (same formula, charge and spin): 0.0 kcal per mole
* Kohn-Sham gap (alpha / beta): 5.0 / 5.0 eV
* E_LUMO (alpha / beta): 2.84 / 2.84 eV